Entry 1:
{
  "formula": "C9H14O",
  "method": "ωB97M-V/def2-TZVPD",
  "elements": ["C", "C", "H", "H", "H", "H", "H", "H", "C", "C", "C", "C", "C", "C", "C", "O", "H", "H", "H", "H", "H", "H", "H", "H"],
  "positions_angstrom": [[1.035, 1.935, 1.886], [1.525, 0.975, 2.980], [1.596, 1.811, 0.953], [-0.009, 1.725, 1.652], [1.150, 2.970, 2.176], [0.691, 0.773, 3.645], [1.970, 0.053, 2.611], [2.260, 1.426, 3.648], [-1.005, -3.117, -0.720], [-1.473, 0.638, -0.620], [-0.392, 1.029, -1.500], [-1.671, -0.691, -0.448], [-0.853, -1.686, -1.060], [0.423, 0.096, -2.176], [0.176, -1.225, -1.931], [-0.267, 2.317, -1.599], [-2.111, 1.421, -0.237], [-2.431, -1.022, 0.250], [1.215, 0.405, -2.852], [0.501, 2.600, -2.131], [-2.031, -3.297, -0.405], [-0.233, -3.429, -0.015], [0.715, -1.956, -2.512], [-0.780, -3.749, -1.594]],
  "lumo_energy_ev": [-3.783, -7.395],
  "e_above_lowest_kj_mol": 14.78,
  "orbital_gap_ha": [0.373, 0.262],
  "total_charge": 1,
  "total_energy_ha": -426.270612,
  "mol_weight_g_mol": 138.210,
  "spin_multiplicity": 2
}

***

Entry 2:
{
  "formula": "C2H3ClS",
  "method": "ωB97M-V/def2-TZVPD",
  "elements": ["Cl", "C", "C", "S", "H", "H", "H"],
  "positions_angstrom": [[-0.151, -0.962, 1.988], [-0.686, -0.274, 0.540], [0.707, 0.200, -0.654], [-0.307, 1.484, 0.106], [-1.699, -0.341, 0.059], [1.676, -0.077, -0.422], [0.459, -0.029, -1.617]],
  "lumo_energy_ev": 0.776,
  "e_above_lowest_kj_mol": 171.48,
  "orbital_gap_ha": 0.369,
  "smiles": "Cl[C@@H]1CS1",
  "total_energy_ha": -936.291499,
  "mol_weight_g_mol": 94.566
}

***

Entry 3:
{
  "formula": "C4H10N2",
  "method": "ωB97M-V/def2-TZVPD",
  "elements": ["C", "C", "C", "N", "C", "N", "H", "H", "H", "H", "H", "H", "H", "H", "H", "H"],
  "positions_angstrom": [[-0.037, 0.105, 0.383], [-0.750, -1.144, 0.865], [-0.920, 1.317, 0.135], [1.186, 0.290, 0.901], [0.254, -0.450, -1.582], [1.358, -0.665, -1.978], [2.143, -0.243, 0.066], [1.496, 1.252, 0.758], [2.260, -0.496, -0.838], [-0.753, -0.482, -1.960], [-1.270, 1.715, 1.092], [-0.374, 2.106, -0.385], [-0.063, -1.988, 0.897], [-1.599, -1.400, 0.228], [-1.128, -0.978, 1.878], [-1.801, 1.061, -0.457]],
  "lumo_energy_ev": 0.614,
  "e_above_lowest_kj_mol": 405.10,
  "orbital_gap_ha": 0.345,
  "total_energy_ha": -267.771034,
  "mol_weight_g_mol": 86.138
}

***

Entry 4:
{
  "formula": "C2H4ClNSi",
  "method": "ωB97M-V/def2-TZVPD",
  "elements": ["C", "C", "N", "Si", "Cl", "H", "H", "H", "H"],
  "positions_angstrom": [[-0.994, -0.549, -0.483], [1.964, 0.518, 0.770], [-2.105, 0.139, -0.476], [0.527, -0.566, 0.449], [3.336, 0.238, -0.381], [-2.669, 0.014, -1.316], [-2.328, 0.820, 0.282], [0.670, -2.059, 0.661], [1.597, 1.445, 0.495]],
  "lumo_energy_ev": [-0.830, -0.829],
  "e_above_lowest_kj_mol": 333.86,
  "orbital_gap_ha": [0.251, 0.251],
  "total_energy_ha": -882.858198,
  "mol_weight_g_mol": 105.600
}

***

Entry 5:
{
  "formula": "C11H15BN6O2V",
  "method": "ωB97M-V/def2-TZVPD",
  "elements": ["C", "N", "N", "C", "C", "B", "N", "N", "C", "C", "C", "V", "N", "N", "C", "C", "C", "H", "H", "H", "H", "H", "H", "H", "H", "H", "H", "H", "C", "H", "H", "H", "O", "C", "O", "H"],
  "positions_angstrom": [[-0.802, -2.889, 0.963], [-0.647, -1.592, 0.576], [-0.829, -1.474, -0.805], [-1.121, -2.682, -1.255], [-1.110, -3.599, -0.189], [-0.674, -0.128, -1.569], [-1.492, 1.008, -0.937], [-1.450, 1.216, 0.449], [-2.289, 2.279, 0.694], [-2.866, 2.713, -0.522], [-2.336, 1.877, -1.515], [-0.293, 0.012, 1.366], [0.822, 0.284, -1.671], [1.536, 0.561, -0.561], [2.829, 0.795, -0.958], [2.895, 0.724, -2.394], [1.577, 0.402, -2.795], [3.639, 1.013, -0.310], [1.135, 0.252, -3.748], [3.711, 0.874, -3.036], [-1.061, -0.321, -2.678], [-2.497, 1.838, -2.577], [-1.307, -2.789, -2.286], [-3.558, 3.505, -0.670], [-1.291, -4.621, -0.239], [-2.443, 2.652, 1.681], [-0.676, -3.142, 2.004], [1.040, 1.387, 1.507], [0.473, 1.542, 2.528], [-0.081, 2.535, 2.412], [-0.326, 0.791, 3.051], [1.290, 1.498, 3.317], [3.187, -2.150, 2.589], [2.083, -1.655, 2.551], [1.640, -0.724, 1.754], [1.291, -1.991, 3.274]],
  "lumo_energy_ev": [-8.655, -11.288],
  "orbital_gap_ha": [0.241, 0.141],
  "total_charge": 2,
  "total_energy_ha": -1875.352180,
  "mol_weight_g_mol": 325.037,
  "spin_multiplicity": 4
}

***

Entry 6:
{
  "formula": "C2H4MgNaO2",
  "method": "ωB97M-V/def2-TZVPD",
  "elements": ["O", "H", "C", "C", "O", "H", "H", "H", "Mg", "Na"],
  "positions_angstrom": [[2.647, -0.444, 2.260], [3.166, -0.598, 3.047], [-0.066, -0.157, -1.772], [-1.133, 0.235, -1.050], [-1.189, 0.337, 0.272], [0.875, -0.465, -1.305], [-0.133, -0.208, -2.858], [-2.072, 0.454, -1.584], [-2.754, 0.955, 1.403], [0.658, -0.109, 1.588]],
  "lumo_energy_ev": 2.505,
  "e_above_lowest_kj_mol": 0.00,
  "orbital_gap_ha": 0.187,
  "total_charge": -1,
  "total_energy_ha": -591.525531,
  "mol_weight_g_mol": 107.347
}